No. 1
# C12H44N2O11

A 10-piece molecular cluster, C12H44N2O11 overall in a non-equilibrium geometry (ωB97M-V/def2-TZVPD, the OMol25 dataset).

Summary:
ΔE to the lowest compared entry with this formula, charge and spin = 16.0 kcal/mol
HOMO = -9.5 eV
Total charge = 0
Energy = -1420.66092 hartree
HOMO-LUMO gap = 9.627 eV

Each line ends with the Mulliken charge.
Positions of all 69 atoms, in Å:
O1 2.794 -0.597 -2.975  -0.423
O2 -0.525 0.589 0.109  -0.678
O3 -3.688 0.612 0.355  -0.614
O4 2.358 0.359 1.465  -0.659
O5 1.121 -3.456 -1.317  -0.631
O6 -0.195 4.461 1.097  -0.619
O7 -1.061 -1.220 -0.944  -0.592
O8 -0.930 -4.863 0.050  -0.669
O9 -1.061 0.964 4.670  -0.654
O10 0.995 -0.541 -0.841  -0.897
O11 -3.267 -2.654 -1.944  -0.648
N1 -0.202 -0.421 -0.551  0.879
N2 0.127 1.946 2.351  0.009
C1 1.796 -5.218 -2.704  -1.574
C2 4.730 -1.071 -1.625  -0.921
C3 -3.411 0.463 5.084  -1.581
C4 -1.569 4.832 0.850  0.524
C5 -2.304 0.543 4.030  0.698
C6 4.148 -0.280 -2.780  0.389
C7 4.325 1.234 -2.570  -1.251
C8 0.453 -3.316 -3.641  -1.353
C9 -2.083 -0.800 3.327  -0.753
C10 -1.690 6.282 0.414  -1.338
C11 -2.224 3.857 -0.111  -1.087
C12 1.537 -3.742 -2.668  1.253
H1 -0.176 -4.359 -0.316  0.439
H2 2.038 0.391 0.542  0.358
H3 -1.709 -4.486 -0.373  0.307
H4 -3.196 -0.321 5.806  0.382
H5 -2.195 2.829 0.263  0.099
H6 4.126 1.748 -3.508  0.309
H7 1.996 -5.585 -3.712  0.391
H8 -3.490 1.436 5.569  0.398
H9 2.687 -5.416 -2.099  0.363
H10 -4.315 -0.023 -0.009  0.299
H11 -2.571 6.766 0.852  0.363
H12 0.273 4.618 0.266  0.310
H13 -3.298 4.043 -0.184  0.393
H14 0.977 1.421 2.587  0.424
H15 4.150 -0.873 -0.716  -0.036
H16 -4.346 0.280 4.554  0.379
H17 4.701 -2.144 -1.816  0.289
H18 2.448 -3.164 -2.834  -0.200
H19 0.288 -2.238 -3.607  0.338
H20 -2.461 -2.231 -1.606  0.477
H21 -0.488 1.904 3.184  0.361
H22 -0.829 6.864 0.735  0.349
H23 0.983 -5.814 -2.292  0.358
H24 5.353 1.447 -2.264  0.390
H25 2.945 -0.403 1.494  0.307
H26 0.743 -3.603 -4.657  0.428
H27 -1.716 3.867 -1.077  0.376
H28 -0.488 -3.834 -3.438  0.297
H29 -1.917 6.366 -0.653  0.318
H30 4.656 -0.571 -3.702  0.290
H31 -3.292 -2.425 -2.878  0.298
H32 3.676 1.583 -1.766  0.256
H33 -1.634 -0.706 2.335  -0.052
H34 -2.543 1.257 3.237  0.094
H35 0.805 -2.539 -1.277  0.239
H36 -3.042 -1.289 3.145  0.358
H37 -0.899 0.370 5.409  0.365
H38 -1.460 -1.477 3.917  0.315
H39 0.293 2.925 2.074  0.402
H40 -2.072 4.749 1.818  0.222
H41 2.244 -0.398 -2.200  0.397
H42 -0.314 1.422 1.581  0.041
H43 -2.864 0.433 -0.122  0.260
H44 5.759 -0.786 -1.397  0.439

Forces on atoms 1 to 6 (eV/Å):
-0.513 -0.230 -0.499
-0.770 0.086 0.139
0.051 -0.001 -0.106
0.014 0.294 -0.148
-0.011 0.140 0.033
-0.055 0.236 -0.321

No. 2
# C25H36AsN5NiO4P2

C25H36AsN5NiO4P2 as an isolated structure (ωB97M-V/def2-TZVPD, the OMol25 dataset).

Summary:
HOMO = -14.2 eV
Total charge = +2
Energy = -5975.34734 hartree
HOMO-LUMO gap = 8.639 eV

Each line ends with the Mulliken charge.
Positions of all 74 atoms, in Å:
As1 -2.106 -0.260 -1.475  1.933
Ni1 -0.307 0.370 -0.195  0.050
P1 -1.181 2.323 0.115  1.154
P2 2.347 0.941 1.837  0.912
O1 -2.087 2.809 -1.066  -0.040
O2 -0.112 3.462 0.407  -0.332
O3 1.128 0.895 0.941  -1.104
O4 -2.118 2.431 1.376  -0.233
N1 0.475 -1.391 -0.453  1.171
N2 2.332 -3.517 -2.329  -0.639
N3 0.997 -3.520 -0.399  -0.857
N4 1.315 -1.608 -1.453  -0.701
N5 1.587 -2.870 -1.371  1.280
C1 -3.094 0.404 -5.457  -0.776
C2 -5.051 0.147 1.437  -0.871
C3 0.287 -2.557 0.170  -0.696
C4 2.156 2.164 3.127  -1.010
C5 -4.776 0.856 -1.242  -0.821
C6 2.651 -0.637 2.628  -1.146
C7 -2.970 -2.993 -0.972  -0.414
C8 -1.145 1.314 -3.696  -0.290
C9 -3.752 0.182 -0.588  0.956
C10 -1.678 2.200 2.724  -0.718
C11 -2.168 -2.170 -1.755  0.666
C12 -3.886 -0.163 0.755  -0.769
C13 -1.363 -2.716 -2.752  -0.798
C14 -2.138 -4.914 -2.158  -0.587
C15 -6.078 0.815 0.782  -0.743
C16 -3.091 -0.044 -4.145  -0.326
C17 -1.147 1.750 -5.013  -0.775
C18 0.854 3.811 -0.602  -0.804
C19 -1.349 -4.089 -2.950  -0.755
C20 -2.888 4.022 -1.033  -0.852
C21 -2.121 0.427 -3.262  0.286
C22 -2.951 -4.367 -1.177  -0.736
C23 3.814 1.362 0.904  -1.161
C24 -2.125 1.300 -5.889  -0.579
C25 -5.939 1.171 -0.552  -0.693
H1 2.739 -4.346 -1.909  0.311
H2 3.719 2.366 0.491  0.299
H3 -5.162 -0.133 2.476  0.481
H4 -2.576 2.063 3.319  0.362
H5 -2.126 1.642 -6.915  0.430
H6 0.959 3.021 -1.348  0.327
H7 -0.364 -2.713 1.012  0.604
H8 -3.626 -2.575 -0.219  0.400
H9 -3.081 -0.673 1.276  0.500
H10 -0.764 -2.075 -3.390  0.591
H11 -6.741 1.690 -1.060  0.466
H12 0.539 4.733 -1.086  0.302
H13 -6.988 1.058 1.313  0.439
H14 -2.338 4.812 -1.537  0.290
H15 -3.117 4.300 -0.008  0.346
H16 -3.833 -0.765 -3.820  0.504
H17 3.039 -2.883 -2.683  0.289
H18 3.938 0.653 0.084  0.349
H19 -0.381 1.665 -3.012  0.088
H20 -0.733 -4.513 -3.731  0.471
H21 1.898 3.124 2.678  0.283
H22 1.364 1.865 3.813  0.339
H23 3.085 2.267 3.688  0.462
H24 1.789 -0.920 3.232  0.332
H25 1.808 3.967 -0.106  0.250
H26 -3.803 3.796 -1.572  0.276
H27 -2.130 -5.983 -2.318  0.448
H28 4.695 1.326 1.544  0.444
H29 3.528 -0.578 3.273  0.439
H30 -3.849 0.046 -6.145  0.456
H31 -0.385 2.436 -5.356  0.452
H32 -1.122 3.065 3.080  0.286
H33 -3.583 -5.007 -0.576  0.471
H34 -4.675 1.135 -2.283  0.537
H35 2.823 -1.401 1.869  0.289
H36 -1.059 1.303 2.776  0.207

Forces on atoms 1 to 6 (eV/Å):
-0.163 -0.025 -0.038
0.176 -0.100 -0.043
-0.058 0.202 0.114
0.043 -0.070 -0.034
-0.012 -0.072 -0.021
-0.029 0.010 0.001

No. 3
# C7H14N

A 2-piece molecular cluster, C7H14N overall in a non-equilibrium geometry (ωB97M-V/def2-TZVPD, the OMol25 dataset).

Summary:
ΔE to the lowest compared entry with this formula, charge and spin = 80.2 kcal/mol
HOMO = -14.4 eV
Total charge = +1
Energy = -329.47968 hartree
HOMO-LUMO gap = 10.535 eV

Each line ends with the Mulliken charge.
Positions of all 22 atoms, in Å:
N1 -0.139 0.876 -0.034  0.343
C1 -0.270 1.986 0.875  -1.357
C2 1.725 -1.195 0.877  -0.239
C3 -0.651 -1.269 -1.065  -0.901
C4 2.199 -1.639 -0.148  -0.548
C5 0.364 1.288 -1.399  -1.025
C6 -0.720 -0.268 0.057  0.587
C7 -1.411 -0.714 1.328  -1.261
H1 0.466 -1.336 -1.281  0.082
H2 0.978 2.161 -1.372  0.319
H3 -0.656 -1.484 1.710  0.368
H4 -0.186 1.776 1.951  0.451
H5 -2.171 -1.342 0.903  0.411
H6 -1.093 -2.293 -0.629  0.317
H7 -1.064 2.612 0.669  0.474
H8 0.564 2.571 0.853  0.462
H9 1.667 -0.636 1.758  0.504
H10 -1.068 -0.966 -2.010  0.358
H11 2.545 -2.308 -0.922  0.415
H12 -0.265 1.505 -2.301  0.334
H13 1.015 0.508 -1.643  0.449
H14 -1.829 0.167 1.822  0.458

Forces on atoms 1 to 6 (eV/Å):
-1.170 1.381 -2.661
0.491 -1.631 2.419
1.962 -0.477 -1.673
0.933 -1.734 1.501
-0.283 -0.589 1.294
0.084 0.277 -0.144

No. 4
# C35H26F2MnN6O4

C35H26F2MnN6O4 as an isolated structure in a non-equilibrium geometry (ωB97M-V/def2-TZVPD, the OMol25 dataset).

Summary:
Multiplicity = 2
HOMO (alpha / beta) = -6.9 / -6.4 eV
Total charge = 0
Energy = -3329.66459 hartree
HOMO-LUMO gap (alpha / beta) = 6.901 / 6.327 eV

Each line ends with the Mulliken charge.
Positions of all 74 atoms, in Å:
Mn1 -0.710 -0.499 0.335  0.183
F1 -0.344 -4.453 -3.147  -0.394
F2 3.099 -1.338 -3.427  -0.378
O1 5.006 4.979 1.093  -0.518
O2 3.679 6.496 -0.041  -0.521
O3 2.251 0.662 1.672  -0.736
O4 0.467 1.091 0.367  0.157
N1 -3.255 2.419 -0.846  -0.078
N2 -1.949 0.632 -0.812  0.874
N3 -1.979 -2.123 0.044  0.049
N4 0.761 -1.328 3.937  -0.102
N5 -1.784 0.424 1.931  -0.136
N6 0.227 -1.466 1.794  1.068
C1 0.092 -0.789 2.890  0.100
C2 2.099 2.771 0.600  0.544
C3 -3.900 -3.482 0.513  -0.970
C4 3.380 3.126 1.046  -1.188
C5 -0.356 -2.598 -1.623  -0.254
C6 -2.543 0.670 -4.482  -0.991
C7 -2.011 0.188 -3.306  -0.161
C8 2.450 -4.441 1.880  -1.000
C9 -3.158 1.992 -2.168  0.439
C10 0.253 -1.413 -1.151  0.989
C11 -2.331 0.867 -2.131  0.214
C12 4.971 6.293 0.539  -0.247
C13 -3.089 -2.386 0.731  -0.284
C14 -3.379 1.802 -4.505  -0.458
C15 2.295 -3.352 4.048  -1.203
C16 1.760 4.984 -0.357  -1.192
C17 1.084 -2.520 2.098  0.188
C18 1.436 -1.004 -1.791  -1.124
C19 3.015 5.305 0.090  0.947
C20 1.588 1.374 0.917  -0.285
C21 -0.711 0.482 2.958  -1.240
C22 -2.503 1.563 -0.108  0.130
C23 -3.701 2.484 -3.351  -1.150
C24 -2.243 1.715 1.371  -1.142
C25 1.960 -1.742 -2.822  0.409
C26 -1.606 -2.976 -0.930  0.294
C27 1.596 -3.532 1.292  -0.199
C28 1.379 -2.910 -3.297  -1.293
C29 0.221 -3.308 -2.672  1.656
C30 -2.380 -4.107 -1.215  -1.041
C31 -3.529 -4.360 -0.491  -0.522
C32 3.804 4.396 0.768  0.838
C33 2.793 -4.353 3.242  -0.457
C34 1.437 -2.438 3.445  0.465
C35 1.314 3.681 -0.090  -0.303
H1 5.733 6.383 -0.237  0.255
H2 -2.070 -4.776 -1.999  0.571
H3 5.128 7.026 1.331  0.242
H4 0.348 3.355 -0.451  0.407
H5 -3.359 -1.679 1.506  0.106
H6 -3.773 2.150 -5.451  0.382
H7 -2.308 0.170 -5.412  0.442
H8 1.154 5.701 -0.894  0.441
H9 -4.336 3.360 -3.369  0.411
H10 -3.756 3.220 -0.508  0.205
H11 -4.789 -3.631 1.110  0.473
H12 -1.357 -0.675 -3.284  0.369
H13 -1.452 2.452 1.508  0.242
H14 -0.072 1.330 2.728  0.181
H15 1.808 -3.478 -4.110  0.471
H16 1.342 -3.581 0.241  0.416
H17 -3.140 2.087 1.873  0.600
H18 1.956 -0.104 -1.482  0.367
H19 3.981 2.406 1.583  0.546
H20 2.875 -5.235 1.280  0.435
H21 -4.128 -5.235 -0.710  0.439
H22 0.876 -0.912 4.843  0.248
H23 2.567 -3.279 5.093  0.403
H24 -2.570 -0.069 2.333  0.441
H25 -1.086 0.619 3.978  0.544
H26 3.472 -5.083 3.665  0.381

Forces on atoms 1 to 6 (eV/Å):
-0.196 -1.292 -1.405
-0.012 0.028 0.034
0.024 0.039 0.010
0.002 0.104 -0.006
0.093 0.023 0.055
-0.120 -0.032 0.098

No. 5
# C3H7N3S

C3H7N3S as an isolated structure in a non-equilibrium geometry (ωB97M-V/def2-TZVPD, the OMol25 dataset).

Summary:
ΔE to the lowest compared entry with this formula, charge and spin = 126.4 kcal/mol
HOMO (alpha / beta) = -7.1 / -7.3 eV
Total charge = 0
Energy = -680.78077 hartree
HOMO-LUMO gap (alpha / beta) = 7.627 / 7.470 eV

Each line ends with the Mulliken charge.
Positions of all 14 atoms, in Å:
S1 -0.965 -0.305 -1.526  0.147
N1 1.740 -1.164 -0.484  -0.285
N2 1.016 -0.078 -0.280  -0.286
N3 -0.907 0.638 -2.803  -0.558
C1 -0.827 0.852 0.961  -0.337
C2 -1.464 0.891 -0.245  -0.463
C3 0.394 -0.023 1.035  -0.347
H1 -2.150 1.441 -0.662  0.548
H2 -1.106 0.091 -3.665  0.240
H3 1.586 -2.044 -0.014  0.194
H4 -1.142 1.431 1.841  0.342
H5 0.274 -1.113 1.313  0.256
H6 2.425 -1.060 -1.184  0.195
H7 1.036 0.420 1.697  0.353

Forces on atoms 1 to 6 (eV/Å):
0.266 1.370 0.813
0.281 0.048 0.812
-0.752 0.588 -0.742
-0.458 -0.456 -0.506
-1.378 -0.201 -1.952
4.843 -4.045 2.706